No. 1
Formula: C3H8NO3
Source: OMol25
Level of theory: ωB97M-V/def2-TZVPD

The geometry in ORCA input format:
```
! wB97M-V def2-TZVPD RIJCOSX def2/J DEFGRID3
* xyz -1 1
C 2.57 -0.56 0.30
C 1.29 -1.17 -0.42
C 0.05 -0.34 -0.25
N -0.63 0.00 -1.28
O -1.77 0.70 -1.12
O -2.56 1.62 1.06
O -3.89 1.96 0.56
H 3.47 -0.95 0.02
H 2.74 0.42 0.14
H 2.53 -0.56 1.43
H 0.98 -2.13 0.12
H 1.48 -1.19 -1.42
H -3.95 1.20 0.03
H -0.16 -0.12 0.77
H -2.15 1.12 0.05
*
```

Computed properties:
energy = -399.42277 a.u.
energy above the lowest of the compared OMol25 structures with the same formula, charge and spin = 669.7 kJ/mol
maximum force = 4.61 eV/A
highest occupied orbital energy = -3.71 eV
LUMO energy = 0.1394 hartree

---

No. 2
Formula: C3H8NO3
Source: OMol25
Level of theory: ωB97M-V/def2-TZVPD

The geometry in ORCA input format:
```
! wB97M-V def2-TZVPD RIJCOSX def2/J DEFGRID3
* xyz 1 1
N 0.95 0.35 -1.17
C -0.33 0.26 -0.35
C -0.73 -1.24 -0.47
O -0.97 -1.43 -1.85
C 0.10 0.54 1.15
O -0.43 0.32 2.18
O 1.22 1.31 1.12
H 1.40 1.27 -1.15
H 1.54 -0.38 -0.75
H 0.72 0.11 -2.15
H -1.08 0.92 -0.75
H -1.59 -1.39 0.21
H 0.09 -1.88 -0.13
H -1.90 -1.34 -2.09
H 1.54 1.43 2.03
*
```

Computed properties:
structure (SMILES) = [NH3+][C@@H](CO)C(=O)O
energy = -399.33275 a.u.
energy above the lowest of the compared OMol25 structures with the same formula, charge and spin = 48.6 kJ/mol
maximum force = 2.69 eV/A
highest occupied orbital energy = -15.34 eV
LUMO energy = -0.1352 hartree

---

No. 3
Formula: C3H8NO3P
Source: OMol25
Level of theory: ωB97M-V/def2-TZVPD

The geometry in ORCA input format:
```
! wB97M-V def2-TZVPD RIJCOSX def2/J DEFGRID3
* xyz 0 1
C -1.06 0.71 -0.23
C -1.24 2.05 0.40
C 0.83 -2.20 -0.01
N -0.02 0.06 0.19
O -2.00 0.34 -1.12
O 2.53 0.28 -0.77
O 0.01 -1.18 -0.52
P 1.79 0.86 0.36
H -1.64 1.94 1.41
H -0.25 2.51 0.49
H -1.91 2.67 -0.19
H 1.87 -2.06 -0.31
H 0.43 -3.11 -0.48
H 0.74 -2.29 1.07
H -2.05 -0.48 -1.72
H 1.97 -0.10 1.44
*
```

Computed properties:
energy = -740.84001 a.u.
energy above the lowest of the compared OMol25 structures with the same formula, charge and spin = 400.4 kJ/mol
maximum force = 2.75 eV/A
highest occupied orbital energy = -7.91 eV
LUMO energy = 0.0107 hartree

---

No. 4
Formula: C3H8NO4
Source: OMol25
Level of theory: ωB97M-V/def2-TZVPD

The geometry in ORCA input format:
```
! wB97M-V def2-TZVPD RIJCOSX def2/J DEFGRID3
* xyz -1 1
O -1.73 -0.76 -0.59
C -0.72 -0.02 -0.55
O -0.54 1.08 -1.08
C 0.55 -0.87 -0.03
C 0.41 -1.38 1.42
O 1.47 -2.40 1.50
N 1.65 0.02 -0.23
H 0.79 -1.74 -0.78
H -0.35 -2.00 1.77
H 0.53 -0.62 2.02
H 2.08 -2.24 0.70
H 1.79 0.67 0.48
H 1.29 0.69 -0.97
H -0.71 4.13 -1.10
H -1.06 2.66 -0.66
O -1.38 3.58 -0.45
*
```

Computed properties:
energy = -474.84380 a.u.
energy above the lowest of the compared OMol25 structures with the same formula, charge and spin = 199.5 kJ/mol
maximum force = 6.76 eV/A
highest occupied orbital energy = -4.23 eV
LUMO energy = 0.1426 hartree

---

No. 5
Formula: C3H8NO5
Source: OMol25
Level of theory: ωB97M-V/def2-TZVPD

The geometry in ORCA input format:
```
! wB97M-V def2-TZVPD RIJCOSX def2/J DEFGRID3
* xyz 0 2
N 3.37 2.75 -1.83
O 4.47 2.84 -2.31
O 2.73 4.10 -1.52
O 2.64 1.81 -1.51
H 1.91 3.77 -1.12
C -1.35 1.10 -0.07
O -1.51 -0.14 0.26
C -1.94 -1.33 1.01
C -0.91 -2.46 0.87
O -1.44 -3.67 1.43
H -0.82 1.66 0.71
H -0.73 1.16 -0.96
H -1.99 -0.93 2.02
H -2.89 -1.53 0.49
H -0.73 -2.63 -0.22
H -0.05 -2.16 1.51
H -0.75 -4.33 1.27
*
```

Computed properties:
energy = -549.76061 a.u.
energy above the lowest of the compared OMol25 structures with the same formula, charge and spin = 179.1 kJ/mol
maximum force = 4.97 eV/A
highest occupied orbital energy (alpha / beta) = -7.36 / -9.78 eV
LUMO energy (alpha / beta) = -0.0091 / -0.0091 hartree
expectation value of S² = 0.7529

---

No. 6
Formula: C3H8NOP
Source: OMol25
Level of theory: ωB97M-V/def2-TZVPD

The geometry in ORCA input format:
```
! wB97M-V def2-TZVPD RIJCOSX def2/J DEFGRID3
* xyz 0 1
H -1.67 -2.51 -3.65
N -0.80 -2.13 -3.19
P -0.97 -1.41 -1.86
O 0.87 -0.80 -1.64
C 0.97 0.24 -0.70
C 0.56 -0.14 0.76
C -0.61 0.64 1.28
H 0.15 1.04 -0.85
H 2.00 0.73 -0.80
H 0.26 -1.14 0.62
H 1.35 -0.08 1.49
H -0.94 0.25 2.30
H -0.50 1.79 1.41
H -1.36 0.67 0.51
*
```

Computed properties:
structure (SMILES) = [H]/N=P/OCCC
energy = -590.39062 a.u.
energy above the lowest of the compared OMol25 structures with the same formula, charge and spin = 164.7 kJ/mol
maximum force = 3.98 eV/A
highest occupied orbital energy = -9.76 eV
LUMO energy = -0.0145 hartree

---

No. 7
Formula: C3H8NOP
Source: OMol25
Level of theory: ωB97M-V/def2-TZVPD

The geometry in ORCA input format:
```
! wB97M-V def2-TZVPD RIJCOSX def2/J DEFGRID3
* xyz 0 1
C 1.25 0.78 -1.38
C 0.50 0.15 -0.17
C -0.54 -0.97 -0.34
O 0.03 1.10 0.72
P 1.23 0.39 1.47
N 0.40 -0.97 2.36
H 1.89 1.59 -0.96
H 0.49 1.19 -2.08
H 1.74 0.03 -1.96
H 0.02 -1.90 -0.45
H -1.23 -0.71 -1.14
H -1.20 -1.12 0.60
H 0.47 -0.73 3.36
H 0.79 -1.86 2.07
*
```

Computed properties:
structure (SMILES) = CC1(C)OP1N
energy = -590.42612 a.u.
energy above the lowest of the compared OMol25 structures with the same formula, charge and spin = 71.5 kJ/mol
maximum force = 3.78 eV/A
highest occupied orbital energy = -9.06 eV
LUMO energy = 0.0371 hartree

---

No. 8
Formula: C3H8NOP
Source: OMol25
Level of theory: ωB97M-V/def2-TZVPD

The geometry in ORCA input format:
```
! wB97M-V def2-TZVPD RIJCOSX def2/J DEFGRID3
* xyz 0 1
C 1.87 -1.40 -0.70
C -1.73 1.72 0.26
C 1.83 -0.36 0.12
N -1.11 0.64 -0.15
O 1.39 -0.44 1.44
P -1.88 -0.76 -0.70
H 2.44 -1.13 -1.54
H 1.27 -2.27 -0.58
H -1.21 2.61 0.55
H -2.80 1.69 0.27
H 2.55 0.50 0.03
H -0.14 0.74 -0.21
H 0.70 -1.16 1.45
H -3.18 -0.36 -0.24
*
```

Computed properties:
energy = -590.32776 a.u.
energy above the lowest of the compared OMol25 structures with the same formula, charge and spin = 329.7 kJ/mol
maximum force = 3.37 eV/A
highest occupied orbital energy (alpha / beta) = -6.90 / -6.92 eV
LUMO energy (alpha / beta) = 0.0103 / 0.0133 hartree

---

No. 9
Formula: C3H8NS
Source: OMol25
Level of theory: ωB97M-V/def2-TZVPD

The geometry in ORCA input format:
```
! wB97M-V def2-TZVPD RIJCOSX def2/J DEFGRID3
* xyz -1 1
N -0.10 0.10 -2.71
C -0.34 0.13 -1.25
C 0.87 -0.30 -0.41
C 0.53 -0.70 1.04
S -0.49 0.51 1.93
H 0.74 0.55 -3.02
H -0.03 -0.87 -2.99
H -1.18 -0.52 -1.07
H -0.56 1.14 -0.93
H 1.53 0.57 -0.29
H 1.44 -1.10 -0.91
H -0.04 -1.64 1.11
H 1.47 -0.90 1.56
*
```

Computed properties:
structure (SMILES) = NCCC[S-]
energy = -572.06393 a.u.
energy above the lowest of the compared OMol25 structures with the same formula, charge and spin = 37.6 kJ/mol
maximum force = 1.02 eV/A
highest occupied orbital energy = -2.18 eV
LUMO energy = 0.1528 hartree

---

No. 10
Formula: C3H8NS
Source: OMol25
Level of theory: ωB97M-V/def2-TZVPD

The geometry in ORCA input format:
```
! wB97M-V def2-TZVPD RIJCOSX def2/J DEFGRID3
* xyz -1 1
N -1.31 -1.73 -0.29
C -0.32 -0.73 -0.43
C -0.11 0.56 0.59
C 1.18 1.22 0.21
S 1.04 2.31 -1.23
H -1.09 -2.26 0.62
H -2.25 -1.38 -0.28
H 0.79 -1.14 -0.67
H -0.51 -0.27 -1.51
H -0.85 1.28 0.45
H -0.24 0.04 1.54
H 1.95 0.47 -0.11
H 1.72 1.64 1.11
*
```

Computed properties:
structure (SMILES) = NCCC[S-]
energy = -572.02641 a.u.
energy above the lowest of the compared OMol25 structures with the same formula, charge and spin = 136.1 kJ/mol
maximum force = 5.79 eV/A
highest occupied orbital energy = -2.14 eV
LUMO energy = 0.1501 hartree

---

No. 11
Formula: C3H8NS2
Source: OMol25
Level of theory: ωB97M-V/def2-TZVPD

The geometry in ORCA input format:
```
! wB97M-V def2-TZVPD RIJCOSX def2/J DEFGRID3
* xyz -1 1
C -1.56 -1.46 -0.03
C -0.13 -1.51 -0.58
S 0.36 -0.04 -1.52
C 0.52 1.15 -0.13
N 1.60 2.07 -0.44
S 1.62 3.21 0.81
H -2.25 -1.01 -0.73
H -1.90 -2.48 0.15
H -1.60 -0.95 0.93
H -0.01 -2.40 -1.19
H 0.55 -1.58 0.27
H -0.44 1.67 -0.03
H 0.67 0.55 0.79
H 2.59 2.78 1.68
*
```

Computed properties:
structure (SMILES) = CCSC[N-]S
energy = -970.20233 a.u.
maximum force = 0.69 eV/A
highest occupied orbital energy = -2.47 eV
LUMO energy = 0.1301 hartree

---

No. 12
Formula: C3H8NS2
Source: OMol25
Level of theory: ωB97M-V/def2-TZVPD

The geometry in ORCA input format:
```
! wB97M-V def2-TZVPD RIJCOSX def2/J DEFGRID3
* xyz 1 1
C 0.73 1.55 -0.54
C -0.86 -1.75 -0.71
C -0.70 -0.76 1.47
N -0.41 -0.73 0.26
S 2.36 1.81 -0.89
S -0.21 2.68 0.14
H -1.35 -2.71 -0.30
H -1.59 -1.34 -1.25
H 0.02 -1.91 -1.38
H -0.28 -0.06 2.09
H -1.21 -1.56 2.06
H 2.69 0.52 -0.81
H 0.22 0.40 -0.22
H 0.58 3.86 0.09
*
```

Computed properties:
energy = -969.87413 a.u.
energy above the lowest of the compared OMol25 structures with the same formula, charge and spin = 257.7 kJ/mol
maximum force = 3.83 eV/A
highest occupied orbital energy = -14.10 eV
LUMO energy = -0.1886 hartree